(1)
Entry from the Open Molecules 2025 dataset: a cluster of 10 separate species, C23H67N14O11 in total (ωB97M-V with the def2-TZVPD basis set).

Atoms and positions in Å:
C: -1.09 1.20 0.31
C: -2.10 0.31 -0.42
O: -2.52 0.67 -1.55
O: -2.53 -0.67 0.25
H: -1.65 1.97 0.85
H: -0.44 1.52 -0.51
H: -0.45 0.61 0.97
C: 2.71 -5.07 -1.33
C: 1.97 -4.26 -2.38
C: 2.41 -2.81 -2.52
O: 1.85 -2.12 -1.55
C: 2.11 -0.73 -1.56
N: 1.90 -5.19 -3.54
H: 2.42 -6.12 -1.34
H: 2.68 -4.69 -0.31
H: 3.73 -5.05 -1.72
H: 0.95 -4.25 -1.98
H: 1.92 -2.49 -3.45
H: 3.48 -2.59 -2.52
H: 3.07 -0.45 -1.11
H: 1.38 -0.19 -0.96
H: 1.94 -0.38 -2.58
H: 1.43 -4.69 -4.28
H: 2.82 -5.16 -3.97
C: 1.02 -2.13 4.88
C: 0.07 -2.02 3.68
C: -0.44 -0.58 3.56
O: -1.26 -0.23 4.66
C: -1.69 1.15 4.57
N: 0.96 -2.36 2.56
H: 0.42 -2.10 5.79
H: 1.68 -1.27 4.88
H: 1.57 -3.08 4.82
H: -0.68 -2.81 3.73
H: -1.19 -0.49 2.77
H: 0.35 0.16 3.42
H: -2.65 1.17 5.10
H: -2.00 1.52 3.59
H: -1.07 1.93 4.99
H: 0.40 -2.41 1.72
H: 1.21 -3.33 2.62
C: 1.45 3.17 -2.10
C: 2.39 4.36 -2.36
C: 3.62 3.99 -3.24
O: 4.85 4.65 -2.84
C: 5.87 4.36 -3.77
N: 1.63 5.41 -3.14
H: 0.95 2.76 -2.98
H: 0.69 3.59 -1.45
H: 2.01 2.34 -1.65
H: 2.68 4.72 -1.38
H: 3.33 3.69 -4.25
H: 3.90 2.98 -2.96
H: 5.65 4.87 -4.70
H: 6.05 3.31 -3.98
H: 6.83 4.74 -3.40
H: 2.17 6.25 -3.25
H: 0.81 5.61 -2.57
C: 4.39 2.22 5.32
C: 4.15 3.20 4.14
C: 4.43 2.57 2.74
O: 3.21 2.09 2.08
C: 3.25 0.73 1.72
N: 2.68 3.59 4.39
H: 3.82 1.33 5.07
H: 4.11 2.79 6.21
H: 5.44 1.95 5.32
H: 4.86 4.01 4.26
H: 5.40 2.06 2.67
H: 4.65 3.45 2.14
H: 2.35 0.31 1.28
H: 3.41 0.10 2.60
H: 3.98 0.53 0.93
H: 2.61 4.19 3.58
H: 2.26 2.73 4.07
C: -6.16 -0.48 -1.32
O: -7.11 -0.82 -1.96
N: -5.29 -1.30 -0.88
N: -5.77 0.67 -1.15
H: -4.32 -1.05 -0.90
H: -5.44 -2.28 -1.09
H: -6.26 1.45 -1.57
H: -4.90 0.90 -0.70
C: -1.20 -4.06 0.53
O: -0.58 -5.06 0.81
N: -2.47 -4.09 0.30
N: -0.77 -2.89 0.08
H: -3.05 -4.85 0.62
H: -2.90 -3.20 0.12
H: 0.16 -2.99 -0.30
H: -1.40 -2.11 -0.01
C: -4.24 2.98 -3.43
O: -5.03 3.81 -3.93
N: -3.14 3.31 -2.71
N: -4.23 1.72 -3.55
H: -2.91 4.26 -2.47
H: -2.70 2.56 -2.19
H: -4.90 1.45 -4.26
H: -3.62 1.15 -2.98
C: -2.62 -2.83 -3.74
O: -2.80 -3.75 -4.51
N: -1.39 -2.55 -3.29
N: -3.46 -2.06 -3.21
H: -1.20 -1.75 -2.70
H: -0.66 -3.18 -3.59
H: -4.43 -2.09 -3.50
H: -3.10 -1.28 -2.69
C: -4.79 -1.48 3.19
O: -5.08 -1.23 4.32
N: -5.50 -1.17 2.16
N: -3.56 -1.83 2.75
H: -6.38 -0.75 2.43
H: -5.13 -0.78 1.30
H: -3.28 -1.48 1.84
H: -2.96 -1.95 3.54

Summary:
Energy above the lowest of the compared OMol25 structures with the same formula, charge and spin: 110.5 kcal per mole
E_HOMO: -7.077 eV
Total charge: -1

***

(2)
Entry from the Open Molecules 2025 dataset: a structure of composition C54H47FGeN7O9S6Ti (ωB97M-V with the def2-TZVPD basis set).

Atoms and positions in Å:
Ti: -0.08 -0.03 0.60
N: 0.67 4.19 1.00
C: 1.81 4.58 0.40
C: 2.35 5.88 0.58
C: 3.58 6.19 0.08
C: 4.35 5.26 -0.65
C: 3.81 4.02 -0.90
C: 2.55 3.69 -0.40
S: 1.76 2.23 -0.93
N: 0.85 1.85 0.37
C: 0.17 2.87 1.05
C: -0.89 2.52 1.84
C: -1.66 3.44 2.65
C: -2.67 2.97 3.42
C: -2.99 1.59 3.44
C: -2.23 0.76 2.65
N: -1.22 1.18 1.88
H: 0.15 4.89 1.50
H: 1.78 6.61 1.14
H: 3.99 7.18 0.26
H: 5.34 5.51 -1.00
H: 4.35 3.28 -1.48
H: -1.44 4.50 2.63
H: -3.25 3.66 4.02
H: -3.78 1.19 4.04
H: -2.43 -0.31 2.61
O: -1.63 1.36 -0.76
C: -2.79 1.73 -0.74
C: -3.19 3.18 -0.85
C: -4.08 3.29 -2.12
C: -3.69 2.31 -3.25
C: -4.33 0.91 -3.19
C: -3.79 0.03 -2.06
N: -3.82 0.83 -0.83
H: -2.28 3.76 -0.97
H: -3.70 3.52 0.05
H: -4.00 4.32 -2.49
H: -5.13 3.13 -1.86
H: -2.60 2.21 -3.28
H: -3.98 2.76 -4.20
H: -4.19 0.40 -4.14
H: -5.41 1.03 -3.05
H: -2.74 -0.22 -2.24
H: -4.36 -0.88 -1.92
H: -4.73 1.23 -0.66
F: 2.55 -0.65 6.38
C: 2.04 -0.51 5.12
C: 1.55 -1.62 4.46
C: 1.04 -1.45 3.18
C: 1.01 -0.22 2.52
C: 1.52 0.86 3.25
C: 2.04 0.73 4.53
H: 1.56 -2.59 4.94
H: 0.65 -2.34 2.69
H: 1.53 1.85 2.82
H: 2.43 1.59 5.07
O: -1.81 -6.86 -1.95
N: -1.64 -6.02 -2.82
O: -1.64 -6.26 -4.01
C: -1.41 -4.64 -2.39
C: -1.18 -3.69 -3.35
C: -0.91 -2.38 -2.94
C: -0.80 -2.00 -1.58
O: -0.32 -0.88 -1.22
C: -1.17 -3.03 -0.64
C: -1.44 -4.33 -1.04
N: -1.29 -2.76 0.72
O: -1.03 -1.51 1.15
O: -1.60 -3.61 1.56
N: -0.73 -1.41 -4.02
O: -0.77 -0.22 -3.75
O: -0.61 -1.83 -5.16
H: -1.20 -3.93 -4.40
H: -1.68 -5.07 -0.29
C: 2.86 -1.99 -4.79
C: 3.24 -0.76 -4.29
C: 3.12 -0.49 -2.93
C: 2.63 -1.44 -2.03
C: 2.26 -2.67 -2.57
C: 2.38 -2.95 -3.92
Ge: 2.36 -0.97 -0.10
C: 2.81 -2.66 0.86
C: 3.80 -2.68 1.84
C: 4.01 -3.80 2.64
C: 3.20 -4.92 2.50
C: 2.20 -4.92 1.54
C: 2.01 -3.81 0.74
C: 4.07 0.03 0.22
C: 4.16 1.10 1.10
C: 5.37 1.76 1.32
C: 6.51 1.35 0.66
C: 6.44 0.29 -0.23
C: 5.24 -0.36 -0.44
H: 2.94 -2.20 -5.85
H: 3.63 0.01 -4.96
H: 3.43 0.48 -2.56
H: 1.87 -3.45 -1.92
H: 2.07 -3.92 -4.30
H: 4.43 -1.81 1.99
H: 4.78 -3.78 3.40
H: 3.35 -5.78 3.14
H: 1.55 -5.78 1.43
H: 1.20 -3.84 0.02
H: 3.28 1.42 1.64
H: 5.41 2.59 2.02
H: 7.45 1.86 0.82
H: 7.33 -0.04 -0.76
H: 5.20 -1.20 -1.13
C: 0.77 2.47 -3.54
C: 0.65 3.06 -2.17
O: -0.08 3.96 -1.84
H: -0.06 2.80 -4.16
H: 0.78 1.38 -3.49
H: 1.71 2.81 -3.98
C: -6.60 0.44 2.21
S: -7.57 -1.07 1.99
C: -6.44 -2.24 2.62
C: -5.29 -2.63 1.99
S: -4.67 -2.12 0.49
S: -4.36 -3.78 2.95
C: -5.40 -3.94 4.30
S: -5.11 -4.95 5.60
S: -6.77 -2.92 4.19
H: -7.18 1.27 1.79
H: -5.66 0.33 1.67
H: -6.41 0.63 3.26

Summary:
Energy above the lowest of the compared OMol25 structures with the same formula, charge and spin: 38.8 kcal per mole
E_HOMO (alpha / beta): -1.693 / -1.702 eV
Spin multiplicity: 2
Total charge: -2